[1]
A cluster of 2 separate species, C4H5NO in total. Source: the OMol25 dataset; level of theory: wB97M-V/def2-TZVPD.

The structure (SMILES) is C#[N+][O-].C#CC. The value obtained for the LUMO energy is 0.79 eV. Its gap between HOMO and LUMO is 9.371 eV. For the energy above the lowest of the compared OMol25 structures with the same formula, charge and spin, the calculation gives 590.93 kJ/mol.

```
! RIJCOSX wB97M-V def2-TZVPD def2/J DEFGRID3
* xyz 0 1
C -2.053 0.371 -0.195
N -1.733 1.203 0.570
O -0.895 1.771 1.254
H -2.737 -0.192 -0.772
C -0.406 -0.987 -0.771
C 0.467 -0.438 -0.142
C 1.769 -0.040 0.322
H -0.709 -1.749 -1.453
H 1.935 -0.330 1.359
H 2.412 -0.631 -0.337
H 1.950 1.022 0.165
*
```

Mulliken atomic charge list, values in e, 6 entries: C -0.09; N 0.31; O -0.60; H 0.34; C 0.00; C -0.27

---

[2]
A cluster of 3 separate species, C4H15NO2 in total. Source: the OMol25 dataset; level of theory: wB97M-V/def2-TZVPD.

The structure (SMILES) is CNC(C)C.O.O. The value obtained for the LUMO energy is 0.45 eV. Its gap between HOMO and LUMO is 9.330 eV. For the energy above the lowest of the compared OMol25 structures with the same formula, charge and spin, the calculation gives 118.19 kJ/mol.

```
! RIJCOSX wB97M-V def2-TZVPD def2/J DEFGRID3
* xyz 0 1
C 2.750 1.435 -1.792
N 1.660 0.970 -0.923
C 1.900 -0.259 -0.184
C 1.877 -0.026 1.334
C 0.891 -1.362 -0.533
H 3.357 2.198 -1.297
H 3.453 0.631 -2.051
H 2.317 1.850 -2.701
H 0.858 0.827 -1.516
H 2.907 -0.658 -0.389
H 2.194 -0.900 1.895
H 2.447 0.833 1.664
H 0.848 0.171 1.655
H 0.995 -1.597 -1.591
H 1.130 -2.261 0.028
H -0.104 -0.968 -0.339
O -5.788 1.684 1.561
H -5.113 1.535 0.894
H -5.362 1.501 2.401
O -4.669 -1.577 0.594
H -4.677 -2.314 1.214
H -3.871 -1.713 0.075
*
```

Mulliken atomic charge list, values in e, 6 entries: C -0.82; N -0.40; C 0.70; C -1.44; C -1.52; H 0.25

---

[3]
The molecule C8H8BrNO4S. Source: the OMol25 dataset; level of theory: wB97M-V/def2-TZVPD.

The value obtained for the LUMO energy (spin up / spin down) is 0.22 / -2.55 eV. Its gap between HOMO and LUMO (spin up / spin down) is 8.189 / 7.083 eV.

```
! RIJCOSX wB97M-V def2-TZVPD def2/J DEFGRID3
* xyz 0 3
C 0.367 -3.640 -0.688
C 0.355 -2.486 -1.452
C 0.853 -3.433 0.588
C 0.836 -1.370 -0.751
C -0.032 1.939 1.268
C -1.141 1.900 0.163
C 1.530 0.984 -0.225
C 0.929 -0.041 -1.133
N 0.400 0.459 -2.362
O 0.416 1.672 -2.510
O -0.015 -0.327 -3.186
O 0.983 0.979 1.041
O -1.428 0.682 -0.264
S 1.308 -1.829 0.881
Br 3.463 0.562 0.004
H 0.030 -4.598 -1.036
H 0.019 -2.418 -2.470
H 0.945 -4.166 1.369
H 0.397 2.948 1.317
H -0.438 1.668 2.243
H -2.040 2.373 0.605
H -0.852 2.561 -0.691
H 1.518 1.974 -0.698
*
```

Mulliken atomic charge list, values in e, 6 entries: C -0.43; C -0.68; C -0.41; C 0.84; C -0.47; C -0.34

---

[4]
The molecule C5H6NOP. Source: the OMol25 dataset; level of theory: wB97M-V/def2-TZVPD.

The value obtained for the LUMO energy (spin up / spin down) is 0.88 / -1.24 eV. Its gap between HOMO and LUMO (spin up / spin down) is 8.328 / 7.684 eV. For the energy above the lowest of the compared OMol25 structures with the same formula, charge and spin, the calculation gives 0.00 kJ/mol.

```
! RIJCOSX wB97M-V def2-TZVPD def2/J DEFGRID3
* xyz 0 3
C 1.827 -0.831 0.221
C 1.052 0.404 0.523
C 1.265 -1.916 -0.266
C -0.347 0.159 0.393
C -1.391 1.152 0.230
N -0.885 -1.048 0.430
O -2.659 0.511 -0.020
P -2.586 -1.181 -0.019
H 2.838 -0.729 0.362
H 1.605 1.288 0.643
H 1.388 -3.013 -0.472
H -1.511 1.557 1.247
H -1.337 2.000 -0.449
H -2.346 -1.490 -1.319
*
```

Mulliken atomic charge list, values in e, 6 entries: C -0.10; C -0.74; C -0.58; C 0.63; C -0.12; N -0.54

---

[5]
A cluster of 2 separate species, CH4N2O3S in total. Source: the OMol25 dataset; level of theory: wB97M-V/def2-TZVPD.

The value obtained for the LUMO energy is 0.43 eV. Its gap between HOMO and LUMO is 10.945 eV. For the energy above the lowest of the compared OMol25 structures with the same formula, charge and spin, the calculation gives 176.83 kJ/mol.

```
! RIJCOSX wB97M-V def2-TZVPD def2/J DEFGRID3
* xyz 0 1
C -2.001 0.320 0.371
N -2.688 -0.424 -0.253
N 2.584 0.035 0.607
O 0.139 -0.841 0.202
O 0.894 1.149 -1.085
O -1.534 1.176 1.045
S 1.160 0.539 0.424
H 0.037 1.134 -1.322
H -2.138 -1.120 -0.616
H 3.001 -0.476 -0.188
H 0.546 -1.493 0.814
*
```

Mulliken atomic charge list, values in e, 6 entries: C 0.67; N -0.53; N -0.61; O -0.54; O -0.43; O -0.45

---

[6]
The molecule C7H19NO6P2. Source: the OMol25 dataset; level of theory: wB97M-V/def2-TZVPD.

The structure (SMILES) is C[C@H](O)CNCCOO[P@](=O)(O)OP(C)C. The value obtained for the LUMO energy is 0.41 eV. Its gap between HOMO and LUMO is 8.553 eV.

```
! RIJCOSX wB97M-V def2-TZVPD def2/J DEFGRID3
* xyz 0 1
C 1.919 -2.649 0.858
C 1.795 -1.282 1.782
O 0.377 -0.823 1.651
C 2.887 -0.119 1.402
N 3.576 -0.299 0.065
C 3.085 0.747 -0.957
C 1.465 0.528 -1.077
O 0.876 0.894 -2.374
O -0.162 1.624 -2.075
P -1.626 0.688 -1.958
O -1.578 -0.509 -0.927
O -1.895 0.011 -3.578
O -2.935 1.812 -1.694
P -3.768 1.516 -0.194
C -4.712 -0.144 -0.179
C -2.656 1.757 1.339
H 3.009 -2.866 0.474
H 1.205 -2.616 -0.096
H 1.567 -3.596 1.478
H 1.914 -1.635 2.902
H 0.346 0.179 1.588
H 3.746 -0.190 2.227
H 2.452 0.970 1.495
H 4.591 -0.140 0.250
H 3.675 0.495 -1.952
H 3.352 1.852 -0.594
H 1.127 -0.567 -0.837
H 0.964 1.215 -0.240
H -2.402 -0.852 -3.482
H -5.880 0.101 -0.167
H -4.481 -0.849 -1.096
H -4.518 -0.753 0.823
H -2.595 0.807 2.055
H -1.543 2.093 1.086
H -3.176 2.600 2.003
*
```

Mulliken atomic charge list, values in e, 6 entries: C -0.96; C 0.15; O -0.46; C -0.58; N -0.33; C -0.64

---

[7]
The ion C5H15N3 with charge +2. Source: the OMol25 dataset; level of theory: wB97M-V/def2-TZVPD.

The structure (SMILES) is C[C@@H]([NH3+])C/C([NH3+])=C/N. The value obtained for the LUMO energy is -6.74 eV. Its gap between HOMO and LUMO is 9.672 eV. For the energy above the lowest of the compared OMol25 structures with the same formula, charge and spin, the calculation gives 167.69 kJ/mol.

```
! RIJCOSX wB97M-V def2-TZVPD def2/J DEFGRID3
* xyz 2 1
C -0.879 -0.204 -2.526
C -0.518 0.552 -1.238
N -1.306 1.865 -1.156
C -0.696 -0.253 0.073
C 0.529 -0.394 0.953
N 1.572 -1.347 0.504
C 0.523 0.017 2.245
N 1.344 -0.375 3.234
H -1.240 -1.205 -2.286
H 0.007 -0.317 -3.144
H -1.663 0.238 -3.144
H 0.527 0.849 -1.304
H -1.670 2.104 -2.084
H -0.752 2.668 -0.862
H -2.101 1.727 -0.531
H -1.076 -1.240 -0.183
H -1.444 0.202 0.700
H 1.728 -2.145 1.134
H 1.312 -1.803 -0.373
H 2.475 -0.888 0.352
H -0.231 0.744 2.512
H 2.134 -0.968 3.046
H 1.422 0.173 4.080
*
```

Mulliken atomic charge list, values in e, 6 entries: C -1.31; C 0.56; N -0.31; C -1.56; C 0.10; N -0.28

---

[8]
A structure of composition CH3Br3OSi. Source: the OMol25 dataset; level of theory: wB97M-V/def2-TZVPD.

The value obtained for the LUMO energy (spin up / spin down) is 0.23 / -3.28 eV. Its gap between HOMO and LUMO (spin up / spin down) is 8.036 / 7.065 eV. For the energy above the lowest of the compared OMol25 structures with the same formula, charge and spin, the calculation gives 484.33 kJ/mol.

```
! RIJCOSX wB97M-V def2-TZVPD def2/J DEFGRID3
* xyz 0 3
C 1.284 -0.174 -1.334
O -0.643 -0.632 -0.091
Si -1.140 0.170 1.164
Br 0.460 0.794 -2.664
Br 2.263 0.754 -0.079
Br 1.756 -1.918 -1.682
H -0.106 0.334 2.194
H -2.147 -0.808 1.633
H -1.727 1.479 0.860
*
```

Mulliken atomic charge list, values in e, 6 entries: C -0.05; O -0.05; Si 0.35; Br 0.02; Br -0.01; Br 0.00

---

[9]
A structure of composition C44H40BrN5O11S2SiTi. Source: the OMol25 dataset; level of theory: wB97M-V/def2-TZVPD.

The value obtained for the LUMO energy (spin up / spin down) is 1.58 / 1.67 eV. Its gap between HOMO and LUMO (spin up / spin down) is 6.319 / 7.898 eV. For the energy above the lowest of the compared OMol25 structures with the same formula, charge and spin, the calculation gives 5.72 kJ/mol.

```
! RIJCOSX wB97M-V def2-TZVPD def2/J DEFGRID3
* xyz -1 2
Ti 0.419 -0.094 -0.349
C 3.560 -1.894 1.469
C 3.188 -0.653 2.203
N 2.102 0.029 2.009
C 2.026 1.112 2.849
C 3.084 1.266 3.690
S 4.208 0.003 3.432
C 0.851 1.986 2.774
C 0.876 3.332 2.950
S -0.670 3.980 2.618
C -1.263 2.387 2.299
N -0.370 1.457 2.424
C -2.681 2.155 1.902
H 3.688 -1.690 0.406
H 2.759 -2.627 1.572
H 4.478 -2.324 1.869
H 3.220 2.017 4.447
H 1.731 3.956 3.136
H -3.329 2.104 2.779
H -2.745 1.212 1.365
H -3.037 2.952 1.249
O -0.072 1.724 -2.557
C -1.494 1.851 -2.597
C -2.152 1.009 -1.474
O -3.357 0.916 -1.392
O -1.346 0.506 -0.583
C -1.982 1.473 -3.988
C -1.563 2.281 -5.045
C -1.896 1.966 -6.351
C -2.659 0.837 -6.616
C -3.076 0.031 -5.571
C -2.739 0.343 -4.261
C -1.875 3.283 -2.226
C -3.116 3.790 -2.595
C -3.501 5.057 -2.189
C -2.653 5.826 -1.403
C -1.420 5.317 -1.026
C -1.032 4.048 -1.431
H 0.189 1.112 -3.262
H -0.972 3.163 -4.832
H -1.561 2.601 -7.160
H -2.922 0.586 -7.636
H -3.662 -0.856 -5.771
H -3.064 -0.299 -3.456
H -3.785 3.185 -3.192
H -4.468 5.443 -2.484
H -2.955 6.817 -1.087
H -0.750 5.898 -0.406
H -0.078 3.662 -1.116
C -0.765 -5.553 1.555
C -0.418 -4.331 0.701
C -1.471 -4.226 -0.414
C 0.966 -4.501 0.064
Si -0.496 -2.715 1.683
O 0.000 -1.480 0.719
C 0.568 -2.678 3.233
C 0.465 -1.524 4.018
C 1.219 -1.368 5.171
C 2.091 -2.371 5.570
C 2.202 -3.526 4.812
C 1.445 -3.674 3.656
C -2.265 -2.396 2.211
C -3.077 -1.499 1.518
C -4.397 -1.293 1.892
C -4.928 -1.984 2.971
C -4.135 -2.882 3.674
C -2.816 -3.081 3.296
H -0.801 -6.441 0.915
H -1.746 -5.449 2.022
H -0.035 -5.747 2.343
H -1.410 -5.113 -1.055
H -1.314 -3.354 -1.045
H -2.480 -4.178 -0.002
H 0.958 -5.358 -0.617
H 1.739 -4.688 0.813
H 1.256 -3.624 -0.519
H -0.199 -0.724 3.707
H 1.132 -0.458 5.752
H 2.685 -2.251 6.467
H 2.883 -4.312 5.115
H 1.567 -4.576 3.071
H -2.679 -0.966 0.663
H -5.006 -0.594 1.333
H -5.958 -1.825 3.266
H -4.544 -3.421 4.520
H -2.201 -3.768 3.870
Br 0.074 -1.427 -2.509
O 6.401 2.912 -4.296
N 5.605 3.344 -3.484
O 5.506 4.516 -3.183
C 4.709 2.394 -2.833
C 3.782 2.869 -1.916
C 2.927 1.966 -1.302
C 3.016 0.565 -1.556
O 2.254 -0.271 -0.940
C 3.980 0.166 -2.495
C 4.813 1.058 -3.153
N 4.148 -1.250 -2.812
O 3.917 -2.065 -1.940
O 4.468 -1.527 -3.954
N 2.008 2.449 -0.376
O 2.023 3.651 -0.030
O 0.961 1.720 0.002
H 3.708 3.918 -1.678
H 5.527 0.705 -3.881
*
```

Mulliken atomic charge list, values in e, 6 entries: Ti -0.14; C -0.46; C 0.34; N 0.57; C -0.71; C -0.21